ORCA calculation (wB97M-V/def2-TZVPD) on 6 unconnected molecules or ions with the total composition C22H52Cl4N2O10P2.

Structure (ORCA input):
```
! wB97M-V def2-TZVPD RIJCOSX def2/J DEFGRID3
* xyz 0 1
C -2.915 5.955 -5.377
C -3.212 6.849 -4.195
O -2.723 6.237 -2.966
P -1.299 6.663 -2.454
O -0.278 6.854 -3.484
O -1.060 5.518 -1.408
C 0.267 5.253 -0.935
C 0.395 5.595 0.529
O -1.536 7.919 -1.517
C -1.389 9.261 -1.980
C -2.687 10.014 -1.808
H -3.360 6.377 -6.278
H -1.839 5.877 -5.537
H -3.299 4.953 -5.192
H -2.732 7.820 -4.333
H -4.281 6.959 -4.032
H 0.486 4.197 -1.114
H 1.014 5.778 -1.536
H 1.209 5.043 0.999
H 0.501 6.661 0.723
H -0.516 5.280 1.050
H -0.560 9.739 -1.457
H -1.109 9.264 -3.039
H -2.600 11.029 -2.195
H -3.499 9.509 -2.334
H -2.988 10.085 -0.761
C 0.142 -4.675 0.981
C 1.612 -4.558 0.667
O 2.413 -4.672 1.853
P 3.015 -6.046 2.314
O 3.594 -6.002 3.652
O 1.818 -7.046 2.074
C 1.993 -8.418 2.530
C 1.242 -9.310 1.576
O 4.026 -6.469 1.165
C 5.443 -6.340 1.403
C 6.002 -7.584 2.050
H -0.206 -5.695 1.139
H -0.068 -4.156 1.918
H -0.444 -4.238 0.171
H 1.926 -5.287 -0.087
H 1.830 -3.582 0.232
H 3.054 -8.661 2.576
H 1.557 -8.471 3.526
H 1.543 -9.129 0.546
H 1.378 -10.365 1.817
H 0.167 -9.135 1.660
H 5.888 -6.173 0.423
H 5.647 -5.464 2.020
H 7.077 -7.485 2.219
H 5.536 -7.783 3.015
H 5.883 -8.458 1.405
C -2.986 3.202 3.562
N -2.310 2.521 4.650
C -1.670 1.267 4.385
C -2.158 3.112 5.855
O -1.632 2.602 6.821
H -2.279 3.682 2.874
H -3.642 3.974 3.957
H -3.566 2.480 2.989
H -1.641 0.642 5.284
H -2.188 0.651 3.654
H -0.603 1.386 4.165
H -2.547 4.145 5.862
C 2.702 -1.150 -2.354
N 1.897 -2.322 -2.575
C 2.601 -3.562 -2.758
C 0.571 -2.217 -2.868
O -0.146 -3.136 -3.191
H 3.497 -1.087 -3.103
H 3.168 -1.167 -1.364
H 2.107 -0.241 -2.421
H 3.140 -3.846 -1.852
H 1.874 -4.346 -2.969
H 3.282 -3.501 -3.610
H 0.220 -1.178 -2.748
Cl -4.379 -3.772 -2.464
C -3.283 -2.628 -1.685
C -3.920 -1.851 -0.554
Cl -5.421 -1.030 -1.075
H -2.869 -1.945 -2.425
H -2.450 -3.221 -1.310
H -3.213 -1.101 -0.209
H -4.211 -2.503 0.265
Cl 1.277 1.637 2.067
C 0.354 1.490 0.551
C -0.550 0.294 0.549
Cl 0.390 -1.228 0.451
H 1.081 1.471 -0.260
H -0.203 2.419 0.423
H -1.265 0.334 -0.270
H -1.091 0.235 1.490
*
```

Values from the calculation:
electronic energy: -115786.31155 eV

Mulliken population analysis, charges in e, atoms 1 to 4:
1. C -1.248
2. C -0.135
3. O -0.357
4. P 0.817

***

ORCA calculation (wB97M-V/def2-TZVPD) on 12 unconnected molecules or ions with the total composition C18H61BF4N3O11.

Structure (ORCA input):
```
! wB97M-V def2-TZVPD RIJCOSX def2/J DEFGRID3
* xyz -2 2
B 0.549 0.461 1.150
F 1.473 -0.454 0.623
F 0.959 1.709 0.808
F -0.744 0.137 0.702
F 0.588 0.376 2.510
C -2.290 2.057 4.201
C -2.503 1.044 5.368
O -3.411 0.024 5.023
H -3.219 2.540 3.899
H -1.824 1.525 3.372
H -1.604 2.855 4.485
H -2.959 1.614 6.178
H -1.575 0.572 5.691
H -4.137 0.430 4.543
C -0.448 3.507 -1.180
C -0.654 3.556 -2.683
O 0.363 2.747 -3.304
H -0.539 2.475 -0.841
H -1.279 4.031 -0.708
H 0.545 3.859 -0.903
H -0.652 4.591 -3.024
H -1.663 3.167 -2.824
H -0.053 1.883 -3.349
C 3.219 4.139 0.380
C 4.672 4.706 0.300
O 4.790 5.441 -0.886
H 3.114 3.362 1.137
H 2.826 3.742 -0.556
H 2.573 4.956 0.701
H 5.350 3.855 0.236
H 4.798 5.284 1.216
H 4.780 4.817 -1.615
O 2.451 1.324 -1.546
H 1.930 1.301 -0.744
H 1.847 1.646 -2.216
O 2.102 -1.753 2.971
H 1.727 -0.987 2.538
H 2.291 -1.457 3.862
O -1.203 -1.834 3.655
H -0.393 -1.518 3.256
H -1.792 -1.080 3.635
O 4.170 0.648 1.866
H 3.671 0.512 1.060
H 3.592 1.173 2.420
O 2.183 1.919 3.695
H 2.053 1.122 4.209
H 1.653 1.787 2.909
C -4.242 2.805 0.316
C -4.448 1.357 -0.101
C -3.810 1.122 -1.536
O -3.858 -0.269 -1.964
C -5.193 -0.675 -2.297
N -3.706 0.473 0.786
H -4.806 2.946 1.238
H -4.662 3.530 -0.382
H -3.220 3.077 0.580
H -5.488 1.035 -0.055
H -2.768 1.437 -1.472
H -4.271 1.798 -2.255
H -5.002 -1.654 -2.737
H -5.648 0.014 -3.009
H -5.788 -0.710 -1.385
H -2.719 0.687 0.777
H -3.588 -0.399 0.291
C -2.513 -2.759 -0.253
C -1.460 -2.638 -1.279
C -1.757 -3.489 -2.573
O -1.898 -4.874 -2.291
C -2.013 -5.712 -3.446
N -1.370 -1.249 -1.528
H -2.390 -2.007 0.526
H -2.638 -3.751 0.181
H -3.475 -2.527 -0.711
H -0.481 -2.955 -0.918
H -0.874 -3.408 -3.207
H -2.613 -3.106 -3.129
H -1.232 -5.432 -4.153
H -2.970 -5.581 -3.952
H -1.941 -6.777 -3.223
H -2.341 -0.973 -1.560
H -1.052 -0.799 -0.681
C 2.079 -3.699 -1.100
C 3.620 -3.638 -1.187
C 4.112 -2.173 -1.041
O 5.500 -2.069 -1.400
C 6.173 -0.822 -1.336
N 4.258 -4.471 -0.196
H 1.784 -3.108 -0.233
H 1.789 -4.730 -0.895
H 1.633 -3.257 -1.991
H 3.894 -4.019 -2.170
H 3.940 -1.738 -0.057
H 3.438 -1.578 -1.658
H 6.216 -0.382 -0.340
H 5.584 -0.125 -1.933
H 7.113 -1.132 -1.792
H 3.781 -5.361 -0.171
H 3.997 -4.050 0.684
*
```

Values from the calculation:
electronic energy: -58198.21497 eV

Mulliken population analysis, charges in e, atoms 1 to 4:
1. B 1.040
2. F -0.579
3. F -0.293
4. F 0.421

***

ORCA calculation (wB97M-V/def2-TZVPD) on a molecular structure, C3H5HgO3.

Structure (ORCA input):
```
! wB97M-V def2-TZVPD RIJCOSX def2/J DEFGRID3
* xyz 0 2
H -1.776 -0.975 1.361
O 0.369 -1.066 0.782
C -0.958 -0.598 0.587
C 1.234 -0.318 -0.055
O -1.703 -1.272 -0.291
O -0.780 0.776 0.071
C 0.607 1.065 -0.010
H 1.246 -0.722 -1.083
H 2.249 -0.355 0.357
H 0.806 1.669 -0.901
H 0.925 1.620 0.885
Hg -2.219 0.174 -1.703
*
```

Values from the calculation:
electronic energy: -13505.88193 eV
relative energy (zero: lowest compared OMol25 entry of this formula, charge and spin): 100.73 kJ/mol

Mulliken population analysis, charges in e, atoms 1 to 4:
1. H 0.391
2. O -0.372
3. C 0.406
4. C -0.323

***

ORCA calculation (wB97M-V/def2-TZVPD) on a single C4H2O2 molecule.

Structure (ORCA input):
```
! wB97M-V def2-TZVPD RIJCOSX def2/J DEFGRID3
* xyz 0 1
O -1.633 -1.417 -0.215
C -1.865 -0.335 0.283
C -0.599 0.187 0.855
O -0.015 0.891 -0.129
C 1.286 0.650 -0.212
C 2.374 0.187 -0.396
H -2.871 0.104 0.364
H 3.323 -0.266 -0.550
*
```

Values from the calculation:
electronic energy: -8268.43112 eV
relative energy (zero: lowest compared OMol25 entry of this formula, charge and spin): 395.32 kJ/mol

Mulliken population analysis, charges in e, atoms 1 to 4:
1. O -0.388
2. C 0.198
3. C -0.253
4. O -0.195

***

ORCA calculation (wB97M-V/def2-TZVPD) on a molecular structure, C30H34GaN2O5S2Si.

Structure (ORCA input):
```
! wB97M-V def2-TZVPD RIJCOSX def2/J DEFGRID3
* xyz 1 1
Ga -6.903 10.770 15.852
O -5.421 12.865 20.602
C -6.131 13.613 19.746
O -5.651 14.502 19.069
C -7.541 13.056 19.630
O -7.658 11.893 18.732
C -7.520 10.609 19.314
C -6.835 9.554 18.456
O -6.922 8.400 18.743
O -6.191 9.955 17.374
H -4.437 12.980 20.469
H -7.883 12.848 20.670
H -8.180 13.828 19.228
H -6.937 10.615 20.262
H -8.484 10.201 19.625
S -9.094 10.026 15.054
C -8.362 8.373 14.945
N -8.958 7.296 15.562
C -8.051 6.221 16.114
C -7.148 5.679 14.974
N -6.640 6.865 14.203
C -5.716 6.587 13.087
C -4.345 6.169 13.505
C -3.688 5.197 12.765
C -2.360 4.888 13.003
C -1.642 5.579 13.991
C -2.290 6.584 14.716
C -3.664 6.796 14.565
C -7.015 8.156 14.437
S -5.864 9.422 14.183
C -10.264 7.514 16.221
C -11.287 6.398 16.012
C -12.257 6.551 14.992
C -13.129 5.501 14.660
C -12.981 4.218 15.238
C -12.086 4.126 16.319
C -11.300 5.186 16.710
H -8.678 5.387 16.507
H -7.484 6.651 16.953
H -7.655 5.007 14.295
H -6.249 5.181 15.418
H -5.718 7.488 12.460
H -6.114 5.730 12.500
H -4.265 4.685 12.010
H -1.911 4.080 12.430
H -0.589 5.411 14.161
H -1.790 7.194 15.451
H -4.124 7.456 15.263
H -10.672 8.439 15.785
H -10.113 7.697 17.289
H -12.483 7.533 14.553
H -13.885 5.667 13.941
H -13.619 3.395 14.939
H -12.038 3.155 16.868
H -10.685 5.102 17.594
C -5.535 13.980 14.710
Si -7.155 13.047 15.010
C -7.977 13.069 13.296
C -8.219 14.340 15.844
C -9.564 14.461 15.506
C -10.352 15.487 16.063
C -9.726 16.496 16.762
C -8.352 16.480 17.023
C -7.646 15.353 16.617
H -5.767 14.795 13.958
H -4.728 13.353 14.337
H -5.103 14.456 15.584
H -8.347 14.083 13.144
H -8.786 12.358 13.239
H -7.196 12.783 12.563
H -10.040 13.708 14.885
H -11.440 15.496 15.878
H -10.352 17.286 17.184
H -7.863 17.305 17.538
H -6.629 15.247 16.934
*
```

Values from the calculation:
electronic energy: -126798.44513 eV
relative energy (zero: lowest compared OMol25 entry of this formula, charge and spin): 0.00 kJ/mol

Mulliken population analysis, charges in e, atoms 1 to 4:
1. Ga 0.641
2. O -0.462
3. C 0.595
4. O -0.520

***

ORCA calculation (wB97M-V/def2-TZVPD) on a molecular structure, C4H6N2O2.

Structure (ORCA input):
```
! wB97M-V def2-TZVPD RIJCOSX def2/J DEFGRID3
* xyz 0 1
C 0.968 -0.056 0.033
C -0.981 -1.212 -0.139
C -1.338 0.074 -0.149
C -0.039 0.775 0.091
H 2.377 1.235 0.485
H 3.067 -0.185 -0.910
H 0.770 -2.057 -0.117
H -1.353 -2.352 -0.635
H -2.647 -0.046 1.112
H -0.853 2.583 -0.077
N 2.399 0.057 0.178
N 0.345 -1.218 0.173
O -2.706 0.323 0.093
O -0.010 2.079 -0.139
*
```

Values from the calculation:
electronic energy: -11314.95090 eV
relative energy (zero: lowest compared OMol25 entry of this formula, charge and spin): 587.69 kJ/mol

Mulliken population analysis, charges in e, atoms 1 to 4:
1. C -0.312
2. C -0.370
3. C 0.188
4. C 0.552

***

ORCA calculation (wB97M-V/def2-TZVPD) on a gas-phase ion, C3H5N (charge +1).

Structure (ORCA input):
```
! wB97M-V def2-TZVPD RIJCOSX def2/J DEFGRID3
* xyz 1 2
C 0.228 0.848 0.323
C 0.442 0.999 -0.974
C -0.370 -1.420 0.723
N 0.349 -0.416 0.990
H 0.023 1.713 0.949
H 0.533 0.120 -1.616
H 0.233 1.892 -1.540
H -0.863 -2.054 1.471
H -0.574 -1.683 -0.326
*
```

Values from the calculation:
electronic energy: -4670.52100 eV
relative energy (zero: lowest compared OMol25 entry of this formula, charge and spin): 107.98 kJ/mol

Mulliken population analysis, charges in e, atoms 1 to 4:
1. C 0.114
2. C -0.590
3. C -0.032
4. N 0.045

***

ORCA calculation (wB97M-V/def2-TZVPD) on 2 unconnected molecules or ions with the total composition C11H25FN3O2.

Structure (ORCA input):
```
! wB97M-V def2-TZVPD RIJCOSX def2/J DEFGRID3
* xyz -1 1
C -2.553 1.098 -0.979
C -3.381 1.535 -2.349
F -4.577 0.690 -2.575
C -2.375 1.623 -3.681
N -1.238 2.542 -3.266
C 0.042 2.227 -4.013
C 1.085 1.333 -3.060
N 1.313 -0.022 -3.241
H -1.400 0.977 -1.140
H -2.702 1.946 -0.175
H -2.991 0.052 -0.651
H -3.716 2.664 -2.159
H -2.997 2.224 -4.504
H -2.029 0.573 -4.063
H -0.162 1.708 -5.045
H 0.596 3.272 -4.169
H 1.661 1.830 -2.144
H 2.013 -0.348 -2.509
C 0.834 -3.868 2.248
O -0.134 -2.884 2.587
C 0.169 -2.177 3.795
C 0.600 -0.728 3.493
N 1.918 -0.682 2.848
C 2.253 0.610 2.248
C 1.321 1.162 1.146
O 1.356 0.425 -0.080
C 0.578 -0.761 -0.081
H 0.412 -4.500 1.462
H 1.739 -3.405 1.851
H 1.083 -4.501 3.105
H 0.914 -2.697 4.409
H -0.760 -2.138 4.373
H 0.633 -0.155 4.425
H -0.170 -0.290 2.849
H 1.959 -1.394 2.125
H 3.253 0.497 1.813
H 2.340 1.355 3.046
H 1.679 2.164 0.898
H 0.289 1.292 1.489
H -0.337 -0.661 0.506
H 1.182 -1.598 0.278
H 0.301 -0.986 -1.114
*
```

Values from the calculation:
electronic energy: -23089.74512 eV
relative energy (zero: lowest compared OMol25 entry of this formula, charge and spin): 265.13 kJ/mol

Mulliken population analysis, charges in e, atoms 1 to 4:
1. C -0.442
2. C 0.233
3. F -0.394
4. C -0.607